The following is a DFT calculation (ωB97M-V with the def2-TZVPD basis set) of 2 unconnected molecules or ions with the total composition C7H15FN2O5S.

Each line ends with the Löwdin charge.
Geometry (Å):
C (-2.9071, -2.7199, -1.2315)  -0.071
C (-1.4529, -2.7495, -1.7000)  -0.253
O (-0.8128, -1.4815, -1.5965)  -0.124
C (-0.6052, -0.9979, -0.3093)  -0.227
N (0.4633, -1.6371, 0.4750)  -0.254
N (0.1313, -2.8944, 1.1141)  0.046
S (1.9275, -1.8893, -0.2486)  0.603
O (1.8731, -2.6459, -1.4400)  -0.220
O (2.8796, -2.1525, 0.7581)  -0.234
F (2.1422, -0.3940, -0.6858)  -0.136
H (-3.3276, -1.7254, -1.3877)  0.086
H (-3.0259, -2.9845, -0.1781)  0.063
H (-3.4976, -3.4367, -1.8036)  0.076
H (-0.8715, -3.5067, -1.1630)  0.105
H (-1.3902, -3.0103, -2.7555)  0.123
H (-0.3639, 0.0549, -0.4024)  0.110
H (-1.4957, -1.0948, 0.3238)  0.137
H (0.3978, -2.8000, 2.0889)  0.092
H (-0.8773, -2.9866, 1.0779)  0.073
O (-1.5172, 2.5581, 1.2970)  0.126
C (-0.3921, 2.8684, 1.0410)  -0.481
C (0.3421, 4.1577, 1.3539)  -0.072
C (1.5562, 4.0963, 0.4288)  -0.145
C (1.7619, 2.5902, 0.2809)  -0.155
O (0.4458, 2.0287, 0.3840)  -0.008
H (0.6220, 4.1328, 2.4089)  0.132
H (-0.3117, 5.0092, 1.1875)  0.125
H (2.4377, 4.6054, 0.8117)  0.115
H (1.3055, 4.5302, -0.5399)  0.118
H (2.3747, 2.1773, 1.0850)  0.131
H (2.1883, 2.2978, -0.6746)  0.121

Max |F| in eV Å⁻¹: 0.7
Total energy in eV: -34271.188
Orbital gap in Eh: 0.3778
Molar mass in g/mol: 258.27

The following is a DFT calculation (ωB97M-V with the def2-TZVPD basis set) of 3 unconnected molecules or ions with the total composition C3H6Cl6 at a distorted geometry.

Each line ends with the Löwdin charge.
Geometry (Å):
Cl (-7.5707, 4.1647, 11.7498)  0.533
C (-6.9324, 3.4554, 13.1920)  -1.076
Cl (-5.1912, 3.6751, 13.3234)  0.501
H (-7.3673, 3.9161, 14.1185)  0.047
H (-7.0670, 2.3959, 13.3427)  0.022
Cl (-6.2089, 5.3098, 6.4194)  0.437
C (-5.5639, 5.2289, 8.1277)  -0.924
Cl (-6.7186, 6.1213, 9.1864)  0.463
H (-5.4923, 4.1721, 8.3511)  -0.042
H (-4.5973, 5.7355, 8.0439)  0.032
Cl (-7.6925, 0.5743, 9.3608)  0.550
C (-7.1589, 2.0900, 8.6795)  -1.015
Cl (-6.0562, 1.8024, 7.2713)  0.476
H (-7.8681, 2.7585, 8.2205)  0.033
H (-6.4354, 2.5632, 9.2917)  -0.035

Energy relative to the best compared isomer or geometry (same formula, charge and spin) in eV: 0.590
Max |F| in eV Å⁻¹: 2.4
Total energy in eV: -78342.319
Orbital gap in Eh: 0.4209
Molar mass in g/mol: 254.80

The following is a DFT calculation (ωB97M-V with the def2-TZVPD basis set) of 2 unconnected molecules or ions with the total composition CH6NS at a distorted geometry.

Each line ends with the Löwdin charge.
Geometry (Å):
N (0.4797, 1.0323, 1.6035)  -0.089
H (-0.1489, 0.3719, 2.1247)  -0.001
H (-0.2130, 1.6544, 1.0336)  -0.016
H (1.1053, 0.6115, 0.8378)  -0.004
C (-0.2013, -0.7571, -1.0596)  -0.835
S (-1.6161, 0.3393, -1.0665)  0.011
H (-0.2510, -1.6563, -0.3983)  0.001
H (0.9125, -0.4435, -1.0750)  0.014
H (-0.0673, -1.1525, -2.0002)  -0.081

Energy relative to the best compared isomer or geometry (same formula, charge and spin) in eV: 0.906
Max |F| in eV Å⁻¹: 3.0
Total energy in eV: -13459.601
Orbital gap in Eh: 0.2442
Molar mass in g/mol: 64.13
Net charge: -1

The following is a DFT calculation (ωB97M-V with the def2-TZVPD basis set) of a molecular structure, C9H9NO4Ti at a distorted geometry.

Each line ends with the Löwdin charge.
Geometry (Å):
Ti (1.5870, -0.6107, 0.2475)  0.606
C (1.7058, -1.9082, 1.6871)  -0.059
O (1.9447, -2.8015, 2.3928)  0.221
C (3.7013, -0.3145, -0.5840)  0.097
O (4.8543, -0.2245, -0.8546)  0.193
C (1.6365, 1.4016, 0.8210)  0.024
O (1.8567, 2.4153, 1.3692)  0.219
C (0.9155, -1.7426, -1.4820)  0.052
O (0.4642, -2.5188, -2.2403)  0.208
C (0.2320, 2.0517, -3.1932)  -0.055
H (-0.3354, 1.1590, -3.4436)  0.051
H (-0.1525, 2.6569, -2.3793)  0.050
C (1.5627, 2.0324, -3.3974)  -0.065
H (2.1799, 2.5880, -2.7017)  0.043
H (1.9912, 1.1048, -3.7636)  0.045
C (-3.5252, -1.1145, 2.1077)  -0.062
C (-2.3689, -0.1433, 2.2386)  -0.175
C (-1.4844, -0.1199, 1.1179)  -0.060
N (-0.6153, -0.1225, 0.3302)  0.106
H (-4.2507, -0.8019, 1.3681)  0.093
H (-4.1063, -1.2975, 3.0102)  0.103
H (-3.2004, -2.0955, 1.7891)  0.085
H (-2.7637, 0.8335, 2.4345)  0.140
H (-1.8290, -0.4275, 3.1259)  0.140

Max |F| in eV Å⁻¹: 8.8
Total energy in eV: -42252.967
Orbital gap (spin up / spin down) in Eh: 0.2000 / 0.2148
Molar mass in g/mol: 243.04
Spin multiplicity: 3
Net charge: +2
<S²>: 2.008